Below is 13 unconnected molecules or ions with the total composition C76H210N28O11P8, with properties calculated with ωB97M-V/def2-TZVPD.

orbital gap: 8.6 eV
relative energy (zero: lowest compared OMol25 entry of this formula, charge and spin): 0.0 kcal/mol
electronic energy: -8113.6900 Ha
2S+1: 1
E_LUMO: 0.016 Ha

CARTESIAN COORDINATES (ANGSTROEM)
C: -4.675741 -0.608190 6.276302
C: -3.758466 -0.861844 5.059470
N: -4.188301 -0.095394 3.904492
C: -5.601583 0.065496 3.664084
C: -6.341197 -1.240592 3.437064
C: -3.477144 -0.382019 2.681279
C: -2.019042 -0.484550 2.718062
H: -4.408856 -1.253033 7.090477
H: -5.748843 -0.687059 6.034003
H: -4.496151 0.441192 6.562896
H: -2.720947 -0.652826 5.350990
H: -3.734063 -1.954372 4.868187
H: -6.040229 0.679096 4.507226
H: -5.646244 0.669723 2.761127
H: -7.389090 -1.091658 3.144678
H: -5.889802 -1.960618 2.751277
H: -6.458171 -1.749899 4.384067
H: -3.878127 0.338308 1.944033
H: -3.878765 -1.364645 2.251374
H: -1.515540 -0.666758 1.764171
H: -1.680961 -1.273212 3.350292
H: -1.570792 0.429874 3.165915
C: 3.233914 4.356443 -6.526387
C: 3.324752 3.197366 -5.574473
N: 2.003302 2.690871 -5.100598
C: 1.554225 1.689290 -6.045148
C: 0.062415 1.321887 -5.863627
C: 2.038573 2.146195 -3.748538
C: 2.216217 3.266224 -2.737265
H: 2.734445 5.201265 -6.060025
H: 2.688167 4.156662 -7.459135
H: 4.205895 4.815077 -6.777707
H: 3.899554 2.362854 -6.025059
H: 3.931253 3.417891 -4.676667
H: 1.655660 2.128806 -7.034153
H: 2.233730 0.806602 -5.935074
H: -0.204115 0.585886 -6.594358
H: -0.140317 0.899159 -4.875221
H: -0.507412 2.247861 -5.937960
H: 2.785677 1.352019 -3.643385
H: 1.089375 1.617830 -3.542827
H: 3.131435 3.792933 -3.043389
H: 2.210705 2.957605 -1.675251
H: 1.436849 3.992100 -2.938775
C: 1.616995 0.728072 0.496936
C: 0.849119 0.170127 -0.674514
N: -0.585062 0.002398 -0.452509
C: -1.219952 -0.796984 -1.461666
C: -2.610290 -1.302212 -1.073133
C: -1.207389 1.319750 -0.329623
C: -1.422177 2.163555 -1.589109
H: 1.534524 1.802258 0.701647
H: 2.713860 0.576563 0.310558
H: 1.331108 0.214792 1.411843
H: 1.058434 0.769703 -1.603304
H: 1.220496 -0.845101 -0.842576
H: -1.207304 -0.207164 -2.400638
H: -0.605025 -1.666423 -1.633167
H: -2.963438 -1.936890 -1.830126
H: -2.580929 -1.885773 -0.169931
H: -3.203204 -0.369564 -0.924553
H: -0.513352 1.862906 0.278929
H: -2.146214 1.296349 0.258646
H: -0.581973 2.452078 -2.238610
H: -1.903529 3.071531 -1.282622
H: -2.210542 1.697175 -2.224083
C: -6.440539 4.422816 -5.295941
C: -5.284121 3.675126 -6.014369
N: -5.280799 2.253944 -5.627511
C: -4.754036 2.028114 -4.302612
C: -4.933659 0.596849 -3.739997
C: -4.594100 1.525928 -6.684513
C: -3.125315 1.840399 -6.957254
H: -7.435903 4.073618 -5.624565
H: -6.415895 5.488287 -5.444930
H: -6.413714 4.169059 -4.228415
H: -5.425534 3.705188 -7.102150
H: -4.304280 4.130472 -5.796319
H: -3.671263 2.202220 -4.124960
H: -5.334551 2.694380 -3.658506
H: -4.448751 0.568025 -2.745125
H: -5.998482 0.346862 -3.767228
H: -4.441418 -0.127433 -4.410621
H: -5.129719 1.636786 -7.601164
H: -4.720467 0.521856 -6.319694
H: -2.747469 1.276933 -7.837721
H: -2.548802 1.529389 -6.083702
H: -2.942945 2.885614 -7.116718
O: 5.050272 -2.901852 -3.485683
P: 5.992843 -2.209372 -2.607364
N: 7.551241 -2.327545 -3.192047
C: 7.698307 -3.623462 -3.955136
C: 8.703803 -1.983858 -2.379289
N: 5.920514 -2.890809 -1.115363
C: 6.622724 -2.290558 0.067162
C: 4.783727 -3.783773 -0.766553
N: 5.851974 -0.597231 -2.299691
C: 5.910781 0.282655 -3.432687
C: 4.569962 -0.368367 -1.544978
H: 7.380050 -4.485942 -3.320203
H: 8.754834 -3.778832 -4.261536
H: 7.065434 -3.525626 -4.820968
H: 9.093834 -2.890781 -1.877117
H: 8.457686 -1.249933 -1.642105
H: 9.511057 -1.602897 -3.039372
H: 5.974638 -1.933798 0.874496
H: 7.268255 -3.017977 0.559346
H: 7.162751 -1.509042 -0.367693
H: 4.242016 -3.287914 0.065892
H: 4.141698 -3.926365 -1.658714
H: 5.154624 -4.746596 -0.353476
H: 5.884930 1.370585 -3.151209
H: 6.811031 0.002459 -4.009376
H: 5.050807 0.089921 -4.103625
H: 4.500107 -1.120340 -0.760863
H: 3.662976 -0.391429 -2.160926
H: 4.606013 0.638604 -1.085365
O: 4.964315 -1.598050 2.890149
P: 5.842348 -0.585010 3.524890
N: 5.975258 1.007180 2.974839
C: 5.291566 2.114755 3.665673
C: 6.334951 1.308198 1.582390
N: 7.378058 -1.120711 3.236308
C: 8.598440 -0.306044 3.204297
C: 7.590115 -2.525198 3.333196
N: 5.440580 -0.399145 5.184061
C: 6.443842 0.035459 6.158787
C: 4.284614 -1.065667 5.805802
H: 5.093369 1.927036 4.727028
H: 4.311872 2.328635 3.167303
H: 5.878907 3.050057 3.651339
H: 5.433781 1.643369 1.020415
H: 6.804094 0.466992 1.111399
H: 7.073618 2.134856 1.561027
H: 9.176588 -0.366435 4.130173
H: 9.325659 -0.707149 2.476985
H: 8.412260 0.728453 2.983394
H: 6.700841 -3.097721 3.196578
H: 8.353869 -2.874915 2.666805
H: 8.036083 -2.796044 4.282514
H: 7.065090 0.814764 5.757586
H: 5.922380 0.428019 7.034465
H: 7.158513 -0.730021 6.456353
H: 4.464374 -2.069156 6.222782
H: 3.525989 -1.198452 5.045313
H: 3.820568 -0.465912 6.600482
O: 0.541505 -1.574105 -6.316418
P: 0.197266 -2.856441 -5.611953
N: 0.623059 -4.347631 -6.253448
C: 2.062752 -4.353640 -6.600365
C: -0.222818 -4.935685 -7.301312
N: -1.473488 -3.010735 -5.454721
C: -2.143535 -1.714232 -5.339683
C: -1.964895 -3.957902 -4.487566
N: 1.174720 -2.830616 -4.246001
C: 1.149013 -3.903120 -3.273476
C: 1.909076 -1.636884 -3.890198
H: 2.724300 -4.180688 -5.747732
H: 2.313914 -3.543348 -7.294111
H: 2.257001 -5.311563 -7.067135
H: -0.077447 -6.019474 -7.367972
H: 0.064238 -4.569192 -8.288903
H: -1.280624 -4.736054 -7.103057
H: -3.227679 -1.842798 -5.584144
H: -2.103433 -1.267920 -4.316370
H: -1.657282 -1.040236 -6.031526
H: -3.030482 -4.089588 -4.666326
H: -1.416059 -4.911004 -4.502027
H: -1.945739 -3.512507 -3.446799
H: 0.526462 -3.660376 -2.372318
H: 0.660412 -4.745761 -3.738840
H: 2.140047 -4.079353 -2.921951
H: 2.099651 -1.064505 -4.766671
H: 2.855430 -1.964718 -3.430864
H: 1.361213 -0.958820 -3.240854
O: 2.548751 4.017392 2.317810
P: 2.352397 5.270091 1.518895
N: 3.175845 5.051931 0.075428
C: 4.232570 4.109067 0.079860
C: 3.238332 6.102561 -0.903021
N: 2.908659 6.591866 2.425287
C: 2.754522 7.990836 2.117111
C: 3.388424 6.263922 3.798244
N: 0.948402 5.788042 0.876713
C: 0.250070 5.023035 -0.183252
C: -0.028759 6.224154 1.941087
H: 4.170156 3.376843 0.864743
H: 5.245328 4.549118 0.141207
H: 4.295202 3.585306 -0.882903
H: 2.309688 6.260007 -1.508865
H: 4.022777 5.945995 -1.642069
H: 3.558622 7.033472 -0.438950
H: 2.705690 8.125023 1.025781
H: 1.893381 8.418591 2.632634
H: 3.605220 8.545002 2.573834
H: 2.699153 6.495844 4.605261
H: 3.523444 5.178800 3.853052
H: 4.323123 6.761209 4.012032
H: 0.370515 3.971924 -0.000937
H: -0.815665 5.269364 -0.225051
H: 0.748466 5.226212 -1.125104
H: -0.756867 6.933171 1.531948
H: 0.499817 6.670629 2.759407
H: -0.624779 5.379633 2.255055
O: 0.315266 -5.442207 3.223723
P: 1.639484 -5.159031 2.572565
N: 1.842543 -3.903777 1.541059
C: 1.052550 -3.970786 0.312335
C: 1.871748 -2.507188 2.140095
N: 1.908077 -6.435947 1.506145
C: 1.402720 -7.719333 1.907215
C: 3.145422 -6.480975 0.679598
N: 2.794269 -4.758376 3.718749
C: 2.387872 -4.335297 5.039486
C: 4.230862 -4.910877 3.410576
H: 0.327996 -3.108492 0.241290
H: 0.488887 -4.894022 0.201864
H: 1.715052 -3.853200 -0.534812
H: 2.594195 -2.419524 2.929859
H: 0.904331 -2.096498 2.431053
H: 2.175500 -1.816760 1.381624
H: 1.092159 -8.259607 1.011866
H: 2.219711 -8.281080 2.364111
H: 0.648288 -7.625974 2.687804
H: 2.893407 -6.595495 -0.375578
H: 3.616192 -5.506972 0.804694
H: 3.797557 -7.300920 1.035580
H: 1.311169 -4.565920 5.084258
H: 2.942681 -4.779435 5.877026
H: 2.310239 -3.213064 5.143509
H: 4.793175 -4.552462 4.299463
H: 4.456949 -4.492825 2.421098
H: 4.548953 -5.954503 3.431900
O: -8.815674 -4.846252 -2.351903
P: -7.391865 -4.496811 -2.091039
N: -7.315689 -3.421432 -0.756548
C: -6.109736 -2.548229 -0.707073
C: -8.567118 -2.682640 -0.559029
N: -6.857692 -3.846937 -3.555864
C: -7.857639 -3.471027 -4.563499
C: -5.495105 -3.378349 -3.729922
N: -6.129533 -5.538324 -1.798460
C: -5.830646 -6.459795 -2.892961
C: -6.245738 -6.216261 -0.500846
H: -5.275588 -3.185098 -1.022585
H: -5.910602 -2.293161 0.345538
H: -6.220839 -1.649825 -1.313096
H: -8.948794 -2.238501 -1.521112
H: -8.372279 -1.894295 0.174506
H: -9.283473 -3.357159 -0.153368
H: -7.821830 -4.079946 -5.461536
H: -8.841699 -3.620264 -4.118402
H: -7.743639 -2.404511 -4.728841
H: -5.384182 -2.291477 -3.661630
H: -4.854852 -3.846989 -2.946325
H: -5.175504 -3.710982 -4.718082
H: -6.674337 -7.153371 -3.035338
H: -5.708752 -5.933068 -3.827260
H: -4.980534 -7.067124 -2.613296
H: -6.107317 -5.471063 0.279072
H: -5.375060 -6.889494 -0.465052
H: -7.193015 -6.749735 -0.415049
O: 0.396821 1.892522 7.938865
P: 0.983820 2.398981 6.652016
N: 2.442251 3.336799 6.691452
C: 3.661035 2.591542 7.050381
C: 2.389014 4.635402 7.325098
N: -0.058943 3.409397 5.871338
C: -1.466737 3.410161 6.290521
C: 0.264475 4.241841 4.645502
N: 1.526257 1.154233 5.678481
C: 1.897621 1.368468 4.307571
C: 0.736568 -0.070854 5.895937
H: 3.615190 2.184846 8.052877
H: 4.524832 3.288362 6.936817
H: 3.720685 1.780597 6.339501
H: 1.401764 5.061186 7.149226
H: 3.142491 5.305657 6.905981
H: 2.520724 4.597704 8.414715
H: -1.845162 4.423608 6.224904
H: -2.094975 2.846788 5.545403
H: -1.606323 2.975170 7.306958
H: -0.074888 3.718245 3.757358
H: -0.230930 5.236935 4.582209
H: 1.374555 4.394006 4.603572
H: 1.067495 1.057284 3.676753
H: 2.099235 2.418682 4.008573
H: 2.792271 0.771283 4.064565
H: 0.797139 -0.417091 6.942886
H: 1.100839 -0.847704 5.257989
H: -0.317689 0.143742 5.677969
O: -2.775553 5.923605 0.852745
P: -4.030066 5.138061 0.904297
N: -3.981000 3.836581 2.068361
C: -4.805512 3.778625 3.251303
C: -2.590437 3.435503 2.306942
N: -4.248440 4.248650 -0.496756
C: -4.871830 2.912647 -0.546859
C: -4.180051 5.022106 -1.764268
N: -5.434264 5.987361 1.279949
C: -5.377572 7.199444 2.149443
C: -6.712636 5.548632 0.671549
H: -4.675087 4.631415 3.981179
H: -4.654340 2.790195 3.746935
H: -5.857695 3.792794 2.970318
H: -2.617477 2.438089 2.770268
H: -2.126528 4.170294 2.953545
H: -2.016095 3.331308 1.408311
H: -4.563200 2.458066 -1.481935
H: -4.451443 2.340436 0.296869
H: -5.951174 2.930139 -0.506887
H: -5.079238 4.901757 -2.378880
H: -3.952654 6.087099 -1.574005
H: -3.311648 4.649664 -2.357818
H: -5.689004 6.884702 3.113614
H: -4.336163 7.542781 2.250078
H: -6.036641 8.004234 1.786676
H: -7.534258 5.909600 1.301360
H: -6.759815 4.471949 0.786374
H: -6.874516 5.837542 -0.351472
C: -3.756670 -4.341951 2.564691
C: -2.703172 -4.614479 1.552223
C: -2.184446 -6.004145 1.391929
O: -1.787800 -6.001414 -0.066094
C: -2.613228 -5.104463 -0.610202
O: -2.849799 -5.042836 -1.812181
O: -3.198706 -4.295757 0.244366
H: -4.273197 -3.398779 2.493257
H: -3.349092 -4.358385 3.580143
H: -4.558656 -5.094459 2.653003
H: -1.803301 -3.990142 1.786857
H: -2.979662 -6.790487 1.491826
H: -1.324425 -6.214743 2.003171

Cartesian forces (eV/Å) of the 3 atoms listed first:
C 0.30 1.18 -0.93
C -0.79 -0.89 0.56
N 1.37 0.76 0.53

Here are the Löwdin charges for atoms 1 to 4, given in e: number 1, C, carries -0.08; number 2, C, carries -0.24; number 3, N, carries -0.19; number 4, C, carries -0.27